63
Properties=species:S:1:pos:R:3:forces:R:3 method="wB97M-V/def2-TZVPD" charge=+2 e_homo_ev=-15.46 e_tot_ev=-50342.567 lumo_ev=-10.9 largest_force_ev_per_a=3.333 gap_ev=4.59
Al 19.081380 26.926896 26.868376 3.3 -0.4 0.2
O 21.073969 25.371403 26.189552 -1.4 0.5 1.9
H 21.718756 25.106709 25.509434 -0.5 0.7 -0.7
O 18.893681 29.422661 27.865700 0.8 -1.1 -0.5
C 18.274331 30.468712 27.966945 -1.7 -0.4 0.3
O 18.774458 31.547102 28.503813 1.0 -0.2 1.0
C 17.799711 32.602507 28.732511 -0.5 0.4 -2.2
C 16.663420 32.190345 27.747992 0.2 0.7 1.2
C 16.824873 30.673453 27.608750 -1.0 1.4 -0.5
H 18.270477 33.520504 28.388409 0.2 -0.1 0.0
H 17.490821 32.801459 29.755669 0.3 -1.0 0.3
H 16.792667 32.709316 26.801990 0.0 0.0 0.0
H 15.721724 32.485556 28.205734 -0.2 -0.1 -0.4
H 16.541229 30.413575 26.589894 0.4 -0.5 0.0
H 16.078455 30.221103 28.261936 0.6 -0.6 0.3
O 20.091646 27.045919 29.548889 -0.3 -0.4 -0.9
C 19.720413 27.481750 30.615722 0.7 0.7 0.1
O 19.516786 28.789741 30.793412 -0.6 0.1 -0.2
C 18.824763 29.017830 32.023892 -0.4 -0.5 1.5
C 18.506757 27.634411 32.611003 -0.4 0.1 -0.2
C 19.540068 26.759025 31.931660 0.2 -0.7 -0.7
H 17.894668 29.562444 31.883132 0.3 0.3 -0.4
H 19.434312 29.505359 32.784666 0.4 0.5 -0.6
H 17.506278 27.329799 32.295680 0.0 -0.1 0.0
H 18.493400 27.687718 33.696271 0.3 -0.3 0.0
H 19.265373 25.729865 31.716963 -0.3 0.0 0.1
H 20.538890 26.682607 32.370550 -0.1 0.4 0.3
O 21.154226 28.549687 26.115729 -0.9 -0.8 -0.2
C 22.005987 29.278297 25.646415 0.0 0.6 -0.2
O 22.179331 30.516510 26.063085 -0.4 0.5 0.1
C 23.472621 31.058683 25.627545 0.0 -0.6 0.3
C 23.851981 30.241528 24.402304 -0.9 -1.0 -0.7
C 23.055505 28.945212 24.634772 1.0 -0.8 0.7
H 24.091366 30.839216 26.496742 0.5 0.3 -0.2
H 23.386475 32.126857 25.465568 -0.2 0.0 0.1
H 24.900178 29.990996 24.270974 0.1 0.4 0.2
H 23.468918 30.622976 23.455717 0.2 0.7 0.2
H 23.690780 28.237361 25.185689 0.0 -0.1 -0.1
H 22.712674 28.399693 23.760009 -0.2 0.2 0.0
O 18.668911 25.638366 24.343977 -0.2 0.2 0.9
C 18.995698 25.517465 23.182915 0.7 0.6 -0.3
O 18.160717 25.695294 22.176368 -0.6 0.2 0.6
C 18.823911 25.779023 20.924357 -0.1 -0.4 -1.8
C 20.295831 25.578899 21.194935 1.1 0.3 0.2
C 20.412214 25.230285 22.691164 -1.3 0.2 -0.9
H 18.608403 26.715690 20.406999 0.0 0.4 0.7
H 18.412802 25.072373 20.199395 -0.1 -0.5 0.6
H 20.802414 26.532117 21.038052 0.1 -0.1 -0.1
H 20.788381 24.855769 20.550436 -0.2 -0.1 0.0
H 21.108645 25.918076 23.160822 0.1 -0.5 0.5
H 20.562051 24.167843 22.879800 0.5 0.1 0.1
O 18.817773 24.713520 28.676398 0.4 1.3 0.2
C 18.707519 23.661600 29.268632 -1.7 -0.2 -1.5
O 18.631122 22.546085 28.530717 -0.1 0.0 0.3
C 18.421416 21.402092 29.377179 2.1 -0.9 0.5
C 17.838680 21.958644 30.662997 -0.8 -1.3 -0.8
C 18.293426 23.414018 30.705469 0.4 -1.4 0.9
H 19.417016 20.950010 29.480972 0.1 0.3 0.5
H 17.900960 20.537117 28.969465 -0.8 0.8 -0.7
H 18.175499 21.330563 31.484367 -0.1 0.3 0.2
H 16.770098 21.789977 30.516399 -0.2 0.6 0.6
H 19.101737 23.370156 31.439334 0.4 0.7 -0.4
H 17.532514 24.063084 31.129473 0.0 0.4 -0.5



80
Properties=species:S:1:pos:R:3:forces:R:3 method="wB97M-V/def2-TZVPD" charge=+1 e_homo_ev=-11.20 e_tot_ev=-96377.226 lumo_ev=-3.7 largest_force_ev_per_a=1.166 gap_ev=7.49
C 2.214673 0.015250 2.260426 0.3 -0.1 0.0
C 2.181694 -1.202739 1.330598 0.0 -0.2 0.2
C 0.975882 -1.284058 0.400512 0.2 0.6 -0.2
F 0.395480 -2.567182 0.471037 -0.2 0.0 0.0
C 1.177603 -1.076838 -1.108421 0.3 0.1 0.1
B 1.880550 -2.414813 -1.726696 0.1 -0.2 0.1
N 2.799761 -3.221001 -0.912202 -0.2 0.0 -0.4
O 1.608095 -2.694197 -3.036090 0.0 0.2 0.3
C -0.174930 -0.681241 -1.776149 -0.5 -0.3 -0.5
B -1.388120 -1.780476 -1.879808 -0.4 -0.4 -0.3
O -1.199330 -2.887112 -2.664909 1.0 0.3 0.6
N -2.660117 -1.504885 -1.231063 0.6 0.5 0.4
C -2.708695 -1.747927 0.222335 -0.4 -0.4 0.0
C -3.206321 -0.207275 -1.654927 -0.3 -0.1 -0.2
N 0.332674 -0.166642 -3.075770 0.4 0.3 -0.1
C 1.549117 0.208248 -3.029713 -0.3 0.0 0.3
C 2.108451 0.087559 -1.626044 -0.1 0.3 -0.3
S 3.887301 -0.242988 -1.879257 0.1 -0.1 -0.1
C 1.942886 1.527457 -1.019439 0.1 0.1 0.0
O 0.890026 1.530997 -0.079247 -0.1 0.1 -0.1
O 0.428443 2.890688 -0.021458 0.0 -0.1 -0.1
H 2.816236 -0.226710 3.138360 -0.1 0.0 0.0
H 2.694463 0.882277 1.797396 -0.2 0.0 0.0
H 1.215117 0.288252 2.605979 0.1 0.0 -0.1
H 3.117880 -1.303549 0.781991 -0.1 0.0 0.1
H 2.128795 -2.107540 1.943954 0.0 0.1 -0.1
H 0.216737 -0.580524 0.750395 -0.1 -0.2 0.1
H 2.628248 -4.216989 -1.018851 0.0 0.0 0.1
H 3.760960 -3.067872 -1.202142 0.0 0.0 0.2
H 2.072567 -3.483316 -3.326380 0.1 -0.1 -0.2
H -0.621560 0.186738 -1.282220 0.3 0.0 0.1
H -1.268176 -3.735948 -2.221821 -0.6 -0.2 -0.2
H -3.453338 -1.092920 0.678222 0.1 -0.1 -0.1
H -1.757153 -1.589361 0.738436 0.0 0.1 0.0
H -3.022917 -2.775241 0.429282 0.1 0.1 0.0
H -4.074897 -0.350897 -2.304417 0.1 0.0 0.1
H -2.487852 0.389542 -2.239263 0.0 0.0 0.1
H -3.530037 0.399417 -0.806687 0.1 0.0 0.0
H -0.217144 -0.100461 -3.924224 -0.1 -0.1 0.0
H 2.082931 0.613677 -3.884673 -0.1 0.0 0.0
H 4.273760 -0.223702 -0.595437 -0.1 0.1 0.1
H 1.687431 2.243701 -1.812123 0.1 -0.1 0.0
H 2.887535 1.866814 -0.584976 -0.1 -0.1 0.2
H 0.384979 3.034884 0.932887 0.1 0.0 0.1
C 7.117185 -1.527506 5.866700 0.0 -0.5 0.2
C 7.178497 -0.128225 6.497488 0.1 0.1 -0.2
C 5.853911 0.567881 6.834050 0.0 0.0 0.1
F 5.125281 0.785038 5.717313 0.0 0.0 -0.1
F 6.125925 1.761754 7.396381 0.0 0.0 0.0
F 7.943242 0.685509 5.743913 0.0 0.0 0.0
F 7.796271 -0.296023 7.700945 0.0 0.0 0.0
O 7.277687 -1.610081 4.458683 0.0 0.5 0.0
C 6.240539 -1.519119 3.587379 0.1 -0.2 0.0
C 6.410762 -0.328686 2.632175 0.0 0.0 0.0
F 6.462748 0.829988 3.303306 -0.1 0.0 0.1
F 5.322098 -0.288359 1.811633 0.0 0.0 -0.2
F 5.042427 -1.487148 4.196035 -0.1 0.1 0.1
F 6.258213 -2.623846 2.801379 -0.1 -0.1 0.0
H 7.993267 -2.040688 6.258811 0.0 0.0 0.0
H 6.240964 -2.079182 6.207402 -0.1 0.1 0.0
H 5.270541 -0.032305 7.536772 0.0 0.0 0.0
H 7.315288 -0.448053 2.034563 0.0 0.0 0.0
C -8.999819 3.115736 -3.563273 -0.2 0.4 0.0
C -9.346156 1.625491 -3.426137 0.2 0.0 -0.1
C -9.183338 0.970186 -2.049133 -0.1 0.0 0.0
F -7.894793 1.000169 -1.647404 0.1 0.0 0.0
F -9.563115 -0.320918 -2.140213 0.0 0.0 0.0
F -8.681848 0.907331 -4.353483 0.0 0.0 0.0
F -10.679687 1.532795 -3.696202 0.0 0.0 0.0
O -7.728080 3.438928 -4.100662 0.1 -0.5 -0.1
C -6.614747 3.581991 -3.331582 -0.1 0.2 -0.1
C -5.527967 2.572396 -3.727966 0.0 0.0 0.0
F -5.966574 1.308591 -3.578061 0.0 0.0 0.0
F -4.457659 2.740136 -2.910607 0.1 0.0 0.0
F -6.877672 3.523825 -2.016754 0.0 -0.1 0.1
F -6.091370 4.804297 -3.584311 0.0 0.1 0.1
H -9.700362 3.488042 -4.308610 0.0 0.0 0.0
H -9.197457 3.655787 -2.637222 0.1 -0.1 0.1
H -9.807410 1.473012 -1.306315 0.0 0.0 0.0
H -5.226480 2.730160 -4.764396 0.0 0.0 0.0



62
Properties=species:S:1:pos:R:3:forces:R:3 method="wB97M-V/def2-TZVPD" charge=+3 e_homo_ev="-15.49 / -15.49" e_tot_ev=-73011.004 spin_multiplicity=3 lumo_ev="-10.3 / -10.1" largest_force_ev_per_a=6.195 gap_ev="5.16 / 5.44"
Mn -7.687228 -14.614996 2.037276 -0.7 0.7 1.0
C -6.013285 -13.581576 4.700803 -0.2 0.2 -0.7
C -5.870869 -12.865471 3.386034 0.9 1.1 1.0
C -5.114246 -11.758024 3.033433 1.5 0.2 0.6
C -5.348408 -11.496465 1.689721 -1.1 -0.8 0.4
N -6.278621 -12.403930 1.271618 1.5 1.6 -0.2
N -6.544221 -13.199502 2.299780 -1.4 -2.1 -0.4
B -7.015802 -12.633747 -0.033492 -0.5 0.3 -1.5
N -8.560915 -12.649726 0.362165 2.2 0.5 -1.2
C -9.618449 -12.032755 -0.118256 -0.3 0.7 -0.7
C -10.707617 -12.352848 0.620161 0.0 -0.6 0.6
C -10.215699 -13.250228 1.550668 -5.9 -0.4 1.9
C -11.053794 -13.991679 2.594130 -0.4 0.5 0.8
N -8.961415 -13.382234 1.394319 3.9 -2.1 0.4
N -6.699819 -14.154046 -0.451312 -0.2 -0.1 -2.0
C -6.254861 -14.810741 -1.572487 -0.2 1.4 0.5
C -6.239994 -16.168913 -1.341199 0.3 -0.9 0.6
C -6.667978 -16.292554 -0.006378 0.7 -2.2 -0.9
C -6.598728 -17.402657 0.997162 -0.4 -1.0 0.2
N -7.034327 -15.108852 0.427395 0.4 1.5 0.7
N -6.701538 -11.658677 -1.147852 -0.8 -1.4 -1.1
C -7.075087 -11.772808 -2.481691 1.5 1.4 0.1
C -6.249563 -10.930793 -3.236571 -3.5 -3.0 -0.7
C -5.395474 -10.437300 -2.324030 3.0 1.3 -0.1
C -4.253836 -9.526054 -2.697556 0.9 -0.5 1.6
N -5.634966 -10.843492 -1.098945 1.0 0.6 1.0
H -5.079233 -14.132275 4.895037 -0.6 0.0 0.2
H -6.203272 -12.844885 5.499019 0.1 -0.4 -0.3
H -6.909685 -14.244792 4.629867 0.6 0.1 0.4
H -4.333901 -11.308193 3.662039 -0.7 0.0 -0.4
H -5.004760 -10.745930 1.009206 0.2 0.2 -0.2
H -9.629243 -11.425435 -0.975532 0.6 0.8 -0.8
H -11.690445 -12.002639 0.492402 -0.9 0.2 -0.1
H -10.473948 -14.852620 3.016345 -0.5 0.6 0.0
H -11.408665 -13.279602 3.438971 0.9 -1.2 -1.3
H -12.017010 -14.402585 2.179166 1.2 0.4 0.1
H -5.957662 -14.272568 -2.470231 -0.1 0.0 0.4
H -5.878726 -16.961429 -2.022408 -0.3 0.7 0.6
H -6.899477 -17.066145 2.005156 0.4 0.3 0.1
H -7.335258 -18.200797 0.858293 0.2 0.0 -0.6
H -5.599141 -17.892867 1.065218 -0.7 0.6 -0.1
H -7.706803 -12.500430 -2.867089 -1.5 -1.0 -0.2
H -6.322214 -10.873036 -4.320173 0.3 0.3 0.4
H -4.741490 -8.579170 -2.550150 0.7 1.1 0.3
H -3.369349 -9.744699 -2.025742 -1.1 0.8 -0.4
H -3.817537 -9.521118 -3.702816 -0.8 -0.6 0.0
C -10.828254 -23.543371 4.418980 -1.9 0.2 1.8
Si -10.603520 -23.336367 6.279542 2.3 0.3 -1.9
C -8.377149 -21.605543 6.192783 -0.2 -1.4 0.1
C -10.433794 -24.845549 7.189045 -0.8 -2.6 0.8
C -9.811836 -21.775950 6.852241 -0.8 2.8 -1.0
H -10.253781 -24.254051 3.831125 -0.2 -0.6 0.5
H -10.768835 -22.614413 3.897848 0.0 0.9 -0.2
H -11.947868 -23.790727 4.497912 1.2 -0.1 -0.9
H -8.397082 -21.037160 5.253078 0.0 -0.4 0.3
H -7.937209 -22.627354 6.058048 -0.1 0.9 -0.4
H -7.693938 -21.131130 6.901357 -0.3 0.1 0.0
H -10.362203 -24.810468 8.281363 0.3 0.3 -0.2
H -9.642716 -25.538252 6.779825 -0.2 1.1 0.2
H -11.290362 -25.546353 7.024030 0.1 0.7 -0.1
H -10.427976 -20.825190 6.613279 0.7 -1.6 -0.1
H -9.688091 -21.613914 7.895311 -0.1 -0.7 1.1



58
Properties=species:S:1:pos:R:3:forces:R:3 method="wB97M-V/def2-TZVPD" charge=-1 e_homo_ev=-2.46 e_tot_ev=-46876.923 lumo_ev=2.0 largest_force_ev_per_a=2.777 gap_ev=4.46
O 0.568541 0.066441 -4.167189 -0.8 1.1 -2.4
C 0.207653 1.356213 -4.868182 0.2 0.1 0.8
C 0.059085 0.715462 -6.230846 0.4 -0.1 0.8
H 1.027488 2.074088 -4.754256 -0.3 -0.1 0.1
H -0.741524 1.789162 -4.518725 0.5 -0.3 0.1
C 0.275569 -0.589564 -5.437098 -0.2 -0.6 -1.1
H 0.889143 0.968368 -6.889062 -0.3 -0.1 -0.3
H -0.935691 0.851128 -6.667785 0.4 -0.1 -0.2
C 1.433842 -1.408063 -5.944189 0.0 -0.2 0.2
H 2.365527 -0.844969 -5.918361 0.0 0.1 0.0
H 1.215868 -1.719032 -6.968447 0.1 0.0 0.0
H 1.554250 -2.299625 -5.332358 0.1 -0.1 0.1
C -0.995206 -1.409631 -5.416779 0.0 -0.2 0.2
H -1.851938 -0.827850 -5.075759 0.0 0.0 0.1
H -0.874762 -2.288293 -4.784602 -0.1 0.0 0.1
H -1.211986 -1.756725 -6.429622 0.0 0.0 0.0
Cd 1.037330 0.068460 2.270055 -1.7 0.5 0.4
C -2.580639 -0.858390 4.278747 0.1 0.9 -0.5
C -2.058011 0.461019 4.436571 -0.6 -0.6 -0.6
C -2.032035 1.079119 3.154085 0.0 -0.5 0.2
H -1.759152 0.920062 5.373538 0.0 -0.1 -0.2
C -2.564547 0.152741 2.205633 0.4 -0.6 0.5
C -2.880595 -1.053310 2.900088 0.1 0.6 0.2
H -3.258451 -1.969621 2.446076 0.0 0.2 0.1
H -2.725090 -1.582567 5.079582 0.1 0.1 -0.2
H -1.733121 2.100937 2.943706 0.0 -0.1 0.1
H -2.711550 0.347345 1.143649 0.0 0.0 0.2
C 0.952425 -2.279983 4.377824 1.0 0.0 -0.6
C 0.073984 -2.998407 3.539034 0.4 -0.2 -0.5
C 0.500207 -2.881647 2.201439 0.2 -0.1 0.5
H -0.771477 -3.600241 3.888165 0.3 0.5 -0.3
C 1.698837 -2.081386 2.181796 -0.3 0.1 -0.1
C 1.974499 -1.704901 3.570944 -0.3 -1.0 0.6
H 2.897355 -1.237475 3.920312 -0.4 -0.1 -0.1
H 0.910322 -2.250960 5.468337 -0.1 0.3 -0.5
H 0.058700 -3.377685 1.335557 0.1 0.3 0.3
H 2.407962 -1.982191 1.352588 -0.2 -0.3 0.3
O 0.148931 0.774826 0.041009 0.0 -0.5 -0.4
C -0.562982 -0.273047 -0.706763 0.4 -0.2 0.4
C -1.342763 0.451950 -1.778200 0.0 1.0 0.2
H -1.152488 -0.863208 0.007678 0.1 0.3 -0.1
H 0.197674 -0.913080 -1.173663 -0.1 0.0 0.1
C -0.342872 1.577724 -2.098831 0.8 -0.5 -0.4
H -2.254271 0.908155 -1.378349 0.0 -0.2 0.1
H -1.609231 -0.165213 -2.637399 0.2 0.0 0.1
C 0.169754 1.985272 -0.751956 -0.5 0.0 0.8
H -0.730085 2.413564 -2.687703 0.0 -0.1 0.4
H 0.502607 1.107087 -2.627610 -0.6 0.5 0.4
H -0.539745 2.671087 -0.300672 0.1 0.3 0.4
H 1.174002 2.425461 -0.747649 -0.2 -0.2 0.0
C 2.836021 2.445402 5.080977 0.3 0.3 0.2
S 1.170746 2.051104 4.531097 -1.3 -1.3 -0.3
O 0.869318 0.663372 4.949667 1.0 1.9 -0.3
O 0.290266 3.084505 5.024154 0.5 -0.1 0.0
O 1.257034 2.096669 3.001822 0.5 0.0 0.7
H 2.825965 3.438467 5.542708 -0.1 -0.2 -0.2
H 3.509336 2.458890 4.218385 -0.2 -0.1 0.2
H 3.159984 1.712986 5.826847 -0.2 0.1 -0.3